(1)
DFT (ωB97M-V/def2-TZVPD) results for an isolated molecule of C4H11BO2 at a distorted geometry.

Properties
Structure (SMILES)   CC(C)CB(O)O
HOMO   -9.1 eV
DFT total energy   -334.374399 a.u.
Strongest force on any atom   5.13 eV/A
Energy above the lowest of the compared OMol25 structures with the same formula, charge and spin   169.6 kJ/mol
Multiplicity   1
Net charge   0

CARTESIAN COORDINATES (ANGSTROEM)
1 C -0.533 1.939 0.427
2 C 0.048 0.570 0.480
3 C -0.526 -0.522 1.439
4 C 0.108 -0.043 -1.281
5 B 0.878 -1.399 -1.387
6 O 0.124 -2.463 -1.559
7 O 2.262 -1.518 -1.480
8 H -1.312 2.019 1.160
9 H -0.940 2.242 -0.527
10 H 0.344 2.673 0.725
11 H 1.100 0.612 0.478
12 H -1.630 -0.569 1.274
13 H -0.296 -0.081 2.401
14 H -0.183 -1.555 1.184
15 H -0.910 -0.089 -1.413
16 H 0.442 0.945 -1.746
17 H 0.409 -3.388 -1.776
18 H 2.557 -2.210 -2.073

(2)
DFT (ωB97M-V/def2-TZVPD) results for a 2-piece molecular cluster, C6H14O overall at a distorted geometry.

Properties
Structure (SMILES)   C=C(C)CCC.O
HOMO   -9.3 eV
DFT total energy   -312.205809 a.u.
Strongest force on any atom   1.98 eV/A
Energy above the lowest of the compared OMol25 structures with the same formula, charge and spin   129.2 kJ/mol
Multiplicity   1
Net charge   0

CARTESIAN COORDINATES (ANGSTROEM)
1 C -1.609 -1.850 0.658
2 C -0.664 -1.059 0.144
3 C -0.332 -1.094 -1.325
4 C 0.241 -0.306 1.109
5 C 0.863 0.975 0.573
6 C 2.245 0.730 -0.076
7 H -1.955 -2.728 0.124
8 H -1.702 -1.810 1.729
9 H 0.607 -1.633 -1.489
10 H -0.113 -0.087 -1.684
11 H -1.168 -1.566 -1.831
12 H -0.346 -0.035 1.993
13 H 0.972 -1.022 1.492
14 H 0.344 1.398 -0.270
15 H 0.884 1.794 1.274
16 H 2.554 1.529 -0.748
17 H 3.020 0.732 0.699
18 H 2.270 -0.208 -0.628
19 O -1.846 2.326 -0.843
20 H -2.056 2.472 0.096
21 H -2.210 1.443 -0.996

(3)
DFT (ωB97M-V/def2-TZVPD) results for a 2-piece molecular cluster, C4H10N3O2 overall at a distorted geometry.

Properties
HOMO (spin up / spin down)   -3.9 / -2.8 eV
DFT total energy   -473.066705 a.u.
Strongest force on any atom   3.81 eV/A
Energy above the lowest of the compared OMol25 structures with the same formula, charge and spin   162.0 kJ/mol
Multiplicity   1
Net charge   -1

CARTESIAN COORDINATES (ANGSTROEM)
1 C 1.199 1.315 -0.832
2 C 1.651 -2.013 0.628
3 C -1.305 0.696 1.016
4 C -2.063 0.208 -1.130
5 N 1.533 -0.552 0.505
6 N 0.887 -0.151 -0.567
7 N -1.319 -0.206 -0.029
8 O 0.714 1.780 -1.828
9 O 1.932 1.820 0.016
10 H 1.410 -2.459 -0.292
11 H 2.731 -2.285 0.854
12 H 1.065 -2.318 1.422
13 H -0.277 0.733 1.358
14 H -1.485 1.716 0.597
15 H -2.100 0.630 1.797
16 H -2.962 -0.417 -1.227
17 H -2.459 1.194 -1.055
18 H -1.416 0.064 -2.028
19 H 2.264 0.244 0.795

(4)
DFT (ωB97M-V/def2-TZVPD) results for C12H30Cl2HgN2O4 as an isolated structure at a distorted geometry.

Properties
HOMO   -8.6 eV
DFT total energy   -1959.470479 a.u.
Strongest force on any atom   1.22 eV/A
Energy above the lowest of the compared OMol25 structures with the same formula, charge and spin   0.0 kJ/mol
Multiplicity   1
Net charge   0

CARTESIAN COORDINATES (ANGSTROEM)
1 Hg 1.425 0.502 0.264
2 Cl 2.769 2.125 -1.213
3 Cl 1.396 -0.914 2.452
4 C 2.632 2.545 2.771
5 O 1.623 2.342 1.811
6 C 0.337 2.760 2.243
7 C -0.595 2.758 1.050
8 N -0.858 1.390 0.552
9 C -1.656 1.410 -0.689
10 C -3.103 1.802 -0.478
11 O -3.749 0.790 0.266
12 C -5.136 0.941 0.304
13 H 3.581 2.458 2.240
14 H 2.624 1.756 3.529
15 H 2.581 3.542 3.212
16 H 0.432 3.791 2.608
17 H -0.020 2.162 3.092
18 H -0.128 3.366 0.272
19 H -1.515 3.279 1.339
20 H -1.520 0.978 1.211
21 H -1.675 0.403 -1.112
22 H -1.265 2.079 -1.458
23 H -3.597 1.848 -1.459
24 H -3.175 2.790 -0.004
25 H -5.560 0.263 1.046
26 H -5.642 0.700 -0.642
27 H -5.451 1.948 0.609
28 C -2.320 -3.329 -2.082
29 O -2.019 -2.148 -1.362
30 C -1.175 -2.332 -0.240
31 C 0.270 -2.440 -0.645
32 N 0.709 -1.185 -1.290
33 C 1.938 -1.404 -2.062
34 C 3.143 -1.827 -1.241
35 O 3.380 -0.843 -0.265
36 C 4.534 -1.085 0.509
37 H -1.437 -3.940 -2.288
38 H -2.752 -3.006 -3.028
39 H -3.061 -3.950 -1.567
40 H -1.452 -3.206 0.364
41 H -1.333 -1.485 0.432
42 H 0.394 -3.270 -1.356
43 H 0.916 -2.676 0.201
44 H -0.049 -0.969 -1.934
45 H 2.224 -0.471 -2.559
46 H 1.804 -2.101 -2.901
47 H 4.005 -1.880 -1.915
48 H 3.003 -2.799 -0.753
49 H 4.619 -0.294 1.249
50 H 5.427 -1.136 -0.123
51 H 4.478 -2.041 1.044